Entry 1:
100
Properties=species:S:1:pos:R:3 method="wB97M-V/def2-TZVPD" lumo_energy_ev=0.470 multiplicity=1 e_tot_ev=-45316.2580 de_lowest_kcal_mol=5.0 smiles=COC[C@H](C)N.COC[C@H](C)N.CC(C)O.CC(C)O.CC(C)O.CC(C)O.CC(C)O.CO
C -0.95 -7.41 -2.35
O -1.51 -6.25 -1.81
C -0.59 -5.16 -1.84
C -1.23 -4.00 -1.14
C -2.65 -3.64 -1.62
N -0.34 -2.84 -1.07
H -0.41 -7.23 -3.28
H -1.76 -8.11 -2.56
H -0.24 -7.89 -1.66
H 0.35 -5.45 -1.36
H -0.36 -4.91 -2.89
H -1.43 -4.30 -0.10
H -2.58 -3.30 -2.66
H -3.04 -2.85 -0.98
H -3.31 -4.51 -1.60
H -0.34 -2.40 -2.00
H -0.80 -2.13 -0.50
C 0.60 -0.51 2.79
O -0.61 0.01 3.27
C -0.61 0.44 4.62
C 0.54 1.34 5.05
C 0.47 1.56 6.55
N 0.55 2.66 4.37
H 1.07 -1.21 3.51
H 1.39 0.20 2.51
H 0.32 -1.20 1.99
H -1.59 0.90 4.77
H -0.64 -0.45 5.27
H 1.47 0.85 4.78
H 0.53 0.61 7.09
H -0.50 1.96 6.86
H 1.23 2.26 6.87
H -0.40 3.04 4.42
H 0.66 2.46 3.38
C 3.51 3.76 0.21
C 4.60 3.27 1.16
C 4.04 2.81 2.48
O 5.28 2.16 0.60
H 3.98 4.18 -0.69
H 2.99 4.62 0.65
H 2.86 2.93 -0.04
H 5.31 4.09 1.36
H 4.78 2.80 3.28
H 3.64 1.79 2.41
H 3.18 3.37 2.85
H 5.70 2.34 -0.25
C 2.94 -2.41 -0.31
C 3.58 -2.00 -1.61
C 4.64 -0.91 -1.46
O 4.10 -3.13 -2.29
H 2.35 -3.31 -0.51
H 2.20 -1.65 -0.03
H 3.60 -2.65 0.52
H 2.80 -1.53 -2.24
H 4.31 -0.14 -0.76
H 4.85 -0.47 -2.44
H 5.57 -1.30 -1.03
H 4.84 -2.88 -2.85
C -0.17 5.41 0.23
C -1.39 4.87 0.95
C -1.44 3.34 1.03
O -1.44 5.41 2.28
H 0.72 4.95 0.70
H -0.11 6.49 0.28
H -0.14 5.06 -0.81
H -2.28 5.21 0.40
H -1.78 2.93 0.08
H -2.05 3.05 1.88
H -0.45 2.93 1.22
H -0.55 5.68 2.53
C -4.83 0.02 2.74
C -4.06 -0.58 1.56
C -3.60 0.44 0.51
O -2.95 -1.38 1.96
H -5.45 0.82 2.35
H -4.17 0.42 3.51
H -5.37 -0.76 3.27
H -4.76 -1.28 1.10
H -4.11 1.40 0.54
H -3.71 0.03 -0.49
H -2.53 0.64 0.64
H -2.31 -0.81 2.41
C -1.90 -1.03 -4.72
C -2.27 -0.19 -5.91
C -1.42 -0.48 -7.15
O -3.66 -0.41 -6.20
H -0.87 -0.83 -4.40
H -1.94 -2.10 -4.92
H -2.56 -0.82 -3.88
H -2.22 0.87 -5.61
H -1.95 -1.22 -7.76
H -0.49 -0.95 -6.84
H -1.30 0.41 -7.77
H -4.09 0.42 -6.44
C 0.80 0.72 -1.51
O 0.14 0.59 -0.25
H 1.88 0.83 -1.36
H 0.71 -0.22 -2.07
H 0.33 1.49 -2.12
H 0.83 0.36 0.37

***

Entry 2:
10
Properties=species:S:1:pos:R:3 method="wB97M-V/def2-TZVPD" lumo_energy_ev=1.002 multiplicity=1 e_tot_ev=-12946.6242 de_lowest_kcal_mol=48.6 smiles="C1=NC1.P"
C 1.07 0.99 1.12
N 0.72 0.68 -0.07
C 0.18 1.94 0.50
H 1.53 0.60 1.94
H -0.94 1.93 0.72
H 0.60 2.91 0.06
P -1.05 -2.19 -1.56
H -1.75 -2.65 -0.48
H 0.01 -3.14 -1.29
H -0.38 -1.06 -0.94

***

Entry 3:
9
Properties=species:S:1:pos:R:3 method="wB97M-V/def2-TZVPD" lumo_energy_ev=-0.500 multiplicity=1 e_tot_ev=-7269.9887 de_lowest_kcal_mol=16.1 smiles="CC(=O)C=O"
C -0.43 0.99 -0.46
C -0.05 0.00 0.60
O -0.20 0.16 1.79
C 0.61 -1.31 0.16
O 1.05 -1.49 -0.94
H -0.35 2.00 -0.05
H -1.48 0.83 -0.74
H 0.18 0.86 -1.35
H 0.67 -2.05 0.98

***

Entry 4:
46
Properties=species:S:1:pos:R:3 method="wB97M-V/def2-TZVPD" lumo_energy_ev="0.442 / 0.532" multiplicity=4 e_tot_ev=-53272.9191
H 1.02 3.59 0.12
N 0.41 1.87 -0.99
B -0.24 0.36 -3.09
N 0.17 1.69 -2.39
C 0.45 2.84 -3.03
V 0.97 0.46 0.21
H 0.43 2.87 -4.11
C 0.79 3.82 -2.11
H 1.03 4.84 -2.32
C 0.77 3.19 -0.86
H -0.11 0.48 -4.28
C -2.27 -3.19 2.18
H -1.85 -3.29 3.20
H -1.53 -2.72 1.50
H -2.54 -4.20 1.79
N -1.75 -0.07 -2.83
N 0.75 -0.70 -2.55
N -2.15 -0.23 -1.57
N 1.05 -0.94 -1.18
C -2.81 -0.34 -3.66
C 1.51 -1.50 -3.32
H -2.71 -0.28 -4.72
H 1.49 -1.39 -4.40
C -3.89 -0.68 -2.81
C 2.27 -2.33 -2.51
C -3.42 -0.59 -1.50
C 1.97 -1.96 -1.19
H -4.88 -0.96 -3.09
H 2.95 -3.10 -2.84
H -3.87 -0.74 -0.55
H 2.39 -2.34 -0.27
H -3.14 -2.59 2.21
C 2.43 0.73 1.65
C 1.59 0.39 2.80
C 0.17 0.65 2.84
C -0.46 0.87 4.08
C 0.26 0.71 5.29
C 1.58 0.22 5.24
C 2.21 0.03 4.01
H 2.33 1.75 1.23
H 3.42 0.30 1.39
H -0.45 0.69 1.91
H -1.51 1.18 4.16
H -0.21 0.93 6.27
H 2.11 -0.01 6.16
H 3.23 -0.32 3.94

***

Entry 5:
19
Properties=species:S:1:pos:R:3 method="wB97M-V/def2-TZVPD" lumo_energy_ev=0.835 multiplicity=1 e_tot_ev=-9934.8133 de_lowest_kcal_mol=84.0
C 1.73 0.77 -0.71
C 0.46 0.58 -0.42
C -0.37 -0.44 -1.59
O -1.02 0.45 -2.42
C -0.40 0.14 0.67
C -1.74 0.82 0.80
C 0.00 -0.77 1.58
N 1.17 -1.53 1.53
H 2.23 0.34 -1.58
H 2.33 1.46 -0.13
H 0.46 -0.98 -2.06
H -1.10 -1.18 -1.26
H -0.40 1.14 -2.68
H -2.32 0.40 1.62
H -2.31 0.73 -0.12
H -1.60 1.89 0.97
H -0.56 -0.89 2.50
H 1.57 -1.75 2.43
H 1.87 -1.19 0.88

***

Entry 6:
110
Properties=species:S:1:pos:R:3 method="wB97M-V/def2-TZVPD" lumo_energy_ev=-0.007 multiplicity=1 e_tot_ev=-63432.5919 de_lowest_kcal_mol=74.3
C 4.71 1.61 -3.16
C 3.49 0.68 -3.39
O 3.51 -0.41 -2.44
H 5.65 1.16 -3.38
H 4.82 1.87 -2.12
H 4.68 2.50 -3.76
H 3.35 0.39 -4.43
H 2.51 1.24 -3.24
H 3.47 -0.08 -1.53
C 0.79 -1.13 -4.46
C -0.43 -0.20 -4.59
O -1.29 -0.59 -5.70
H 0.48 -2.17 -4.32
H 1.25 -0.78 -3.53
H 1.32 -1.06 -5.37
H -0.04 0.78 -4.71
H -1.01 -0.34 -3.66
H -2.00 0.06 -5.71
C 0.88 -0.78 3.92
C 2.09 -1.53 4.46
O 1.72 -2.80 4.58
H 1.10 0.32 3.99
H 0.00 -0.94 4.58
H 0.64 -0.94 2.83
H 2.47 -1.13 5.46
H 2.86 -1.60 3.69
H 2.35 -3.28 5.05
C 3.26 -1.84 0.76
C 3.76 -0.48 1.25
O 3.55 0.46 0.20
H 3.72 -2.54 1.46
H 3.48 -2.08 -0.25
H 2.21 -1.92 0.70
H 4.79 -0.51 1.59
H 3.30 -0.07 2.13
H 4.11 1.20 0.46
C -4.37 2.98 1.02
O -4.52 4.31 0.67
N -5.13 2.39 1.95
N -3.53 2.11 0.50
H -5.85 2.88 2.41
H -5.09 1.33 2.12
H -2.97 2.44 -0.28
H -3.62 1.10 0.52
C -0.74 -3.28 1.60
O -2.05 -3.26 1.06
N 0.36 -3.40 0.91
N -0.58 -3.09 2.86
H 0.33 -3.40 -0.08
H 1.25 -3.81 1.27
H -1.42 -2.85 3.41
H 0.41 -2.88 3.35
C -1.67 2.47 3.63
O -0.67 2.56 4.54
N -2.94 2.51 3.96
N -1.47 2.15 2.33
H -2.91 2.92 4.89
H -3.69 2.69 3.30
H -0.46 2.21 1.98
H -2.16 2.13 1.62
C -2.68 -0.92 3.82
O -2.41 -2.16 4.41
N -2.05 -0.54 2.76
N -3.64 -0.08 4.14
H -1.32 -1.13 2.42
H -1.82 0.46 2.66
H -4.12 -0.41 5.01
H -3.38 0.94 4.06
C 2.34 3.48 -1.61
O 1.83 4.72 -1.07
H 1.50 2.91 -2.08
H 2.93 3.02 -0.80
H 3.14 3.74 -2.31
H 1.22 4.58 -0.32
C -3.83 -0.68 -2.58
O -3.46 -1.52 -1.55
H -4.83 -0.72 -2.91
H -3.26 -0.90 -3.45
H -3.70 0.32 -2.26
H -3.40 -2.41 -1.88
C -1.59 4.11 -2.10
O -1.69 2.91 -1.42
H -2.52 4.49 -2.37
H -1.04 4.07 -2.99
H -1.00 4.83 -1.45
H -0.84 2.61 -1.15
C 1.81 -3.80 -1.80
O 1.02 -2.73 -1.54
H 2.02 -4.49 -0.93
H 2.71 -3.39 -2.25
H 1.44 -4.39 -2.60
H 1.23 -1.92 -1.99
C -1.41 -4.04 -2.99
O -2.83 -4.11 -2.98
H -1.25 -2.99 -2.89
H -0.83 -4.25 -3.91
H -0.91 -4.47 -2.19
H -3.15 -4.47 -3.75
C 1.96 2.67 2.10
O 1.03 2.23 1.10
H 1.32 3.16 2.89
H 2.78 3.33 1.58
H 2.37 1.85 2.65
H 1.34 1.50 0.59
C -0.26 -0.33 -0.45
O 0.89 0.31 -0.99
H -0.97 0.45 -0.19
H 0.08 -0.90 0.45
H -0.58 -1.11 -1.15
H 1.73 -0.04 -0.74

***

Copy entry 3 word for word.
9
Properties=species:S:1:pos:R:3 method="wB97M-V/def2-TZVPD" lumo_energy_ev=-0.500 multiplicity=1 e_tot_ev=-7269.9887 de_lowest_kcal_mol=16.1 smiles="CC(=O)C=O"
C -0.43 0.99 -0.46
C -0.05 0.00 0.60
O -0.20 0.16 1.79
C 0.61 -1.31 0.16
O 1.05 -1.49 -0.94
H -0.35 2.00 -0.05
H -1.48 0.83 -0.74
H 0.18 0.86 -1.35
H 0.67 -2.05 0.98

***

Copy entry 4 word for word.
46
Properties=species:S:1:pos:R:3 method="wB97M-V/def2-TZVPD" lumo_energy_ev="0.442 / 0.532" multiplicity=4 e_tot_ev=-53272.9191
H 1.02 3.59 0.12
N 0.41 1.87 -0.99
B -0.24 0.36 -3.09
N 0.17 1.69 -2.39
C 0.45 2.84 -3.03
V 0.97 0.46 0.21
H 0.43 2.87 -4.11
C 0.79 3.82 -2.11
H 1.03 4.84 -2.32
C 0.77 3.19 -0.86
H -0.11 0.48 -4.28
C -2.27 -3.19 2.18
H -1.85 -3.29 3.20
H -1.53 -2.72 1.50
H -2.54 -4.20 1.79
N -1.75 -0.07 -2.83
N 0.75 -0.70 -2.55
N -2.15 -0.23 -1.57
N 1.05 -0.94 -1.18
C -2.81 -0.34 -3.66
C 1.51 -1.50 -3.32
H -2.71 -0.28 -4.72
H 1.49 -1.39 -4.40
C -3.89 -0.68 -2.81
C 2.27 -2.33 -2.51
C -3.42 -0.59 -1.50
C 1.97 -1.96 -1.19
H -4.88 -0.96 -3.09
H 2.95 -3.10 -2.84
H -3.87 -0.74 -0.55
H 2.39 -2.34 -0.27
H -3.14 -2.59 2.21
C 2.43 0.73 1.65
C 1.59 0.39 2.80
C 0.17 0.65 2.84
C -0.46 0.87 4.08
C 0.26 0.71 5.29
C 1.58 0.22 5.24
C 2.21 0.03 4.01
H 2.33 1.75 1.23
H 3.42 0.30 1.39
H -0.45 0.69 1.91
H -1.51 1.18 4.16
H -0.21 0.93 6.27
H 2.11 -0.01 6.16
H 3.23 -0.32 3.94